[1]
# C26H33N3O7S

C26H33N3O7S in the gas phase (the ωB97M-V functional and the def2-TZVPD basis, OMol25).

Geometry as XYZ:
```
70
C26H33N3O7S the ωB97M-V functional and the def2-TZVPD basis
C -1.9112 -0.4734 -3.5245
C -0.7588 -0.1887 -2.6155
C 0.5248 -0.6108 -2.9311
C 1.6005 -0.3352 -2.1023
C 1.3767 0.3502 -0.9276
S 2.7099 0.7953 0.1732
O 2.5295 0.1704 1.4534
O 3.9585 0.5740 -0.5064
N 2.3734 2.4050 0.3607
C 2.4517 3.0498 1.6495
C 1.4923 4.2443 1.6277
O 1.8194 5.1220 0.5726
C 1.7197 4.4718 -0.6731
C 2.6831 3.2807 -0.7421
C 0.1130 0.7709 -0.5733
C -0.9561 0.5176 -1.4198
N -2.2479 0.9476 -1.0788
C -2.5437 2.0631 -0.3772
O -1.7612 2.9372 -0.0809
C -4.0334 2.1508 -0.0032
O -4.5937 0.8531 0.1660
C -4.4815 0.2910 1.3719
O -4.0822 0.8510 2.3558
C -4.7917 -1.2028 1.3016
N -3.5034 -1.8663 1.2889
C -2.7817 -1.9545 0.1412
O -3.2918 -1.7302 -0.9480
C -1.3628 -2.3425 0.3000
C -0.6017 -1.9472 1.3960
C 0.7309 -2.3004 1.4925
C 1.3523 -3.0554 0.5030
C 2.7962 -3.5127 0.6073
C 3.4678 -3.0408 1.8985
C 3.6022 -2.9562 -0.5737
C 2.8205 -5.0496 0.5756
C 0.5898 -3.4144 -0.6081
C -0.7382 -3.0610 -0.7160
H -2.4239 0.4485 -3.7955
H -2.6254 -1.1240 -3.0202
H -1.5720 -0.9650 -4.4318
H 0.6874 -1.1519 -3.8514
H 2.6045 -0.6316 -2.3575
H 2.1674 2.3156 2.4023
H 3.4742 3.4024 1.8507
H 1.5758 4.8263 2.5466
H 0.4607 3.8863 1.5024
H 1.9684 5.2179 -1.4293
H 0.6914 4.1119 -0.8232
H 2.5495 2.7205 -1.6681
H 3.7227 3.6336 -0.6818
H -0.0242 1.3039 0.3518
H -2.9984 0.3048 -1.3180
H -4.1261 2.7345 0.9176
H -4.5910 2.6338 -0.8086
H -5.3652 -1.5248 2.1700
H -5.3109 -1.4354 0.3705
H -3.0248 -1.9542 2.1719
H -1.0312 -1.3290 2.1725
H 1.2876 -1.9590 2.3469
H 2.9757 -3.4609 2.7734
H 4.5053 -3.3679 1.9056
H 3.4537 -1.9557 1.9597
H 3.1453 -3.2108 -1.5267
H 4.6089 -3.3686 -0.5574
H 3.6764 -1.8739 -0.4963
H 2.2073 -5.4541 1.3784
H 2.4449 -5.4351 -0.3684
H 3.8392 -5.4071 0.7077
H 1.0356 -3.9856 -1.4082
H -1.3172 -3.3504 -1.5803
```

Output
Multiplicity: 1
SMILES: Cc1ccc(S(=O)(=O)N2CCOCC2)cc1NC(=O)COC(=O)CNC(=O)c1ccc(C(C)(C)C)cc1
DFT total energy, Eh: -2099.75500
Gap between HOMO and LUMO, eV: 9.32
Maximum force, eV Å⁻¹: 0.96
Energy relative to the best compared isomer or geometry (same formula, charge and spin), kcal per mole: 0.0
E_LUMO, eV: 0.5
E_HOMO, eV: -8.79
Net charge: 0



[2]
# C42H35ClFGeInN3O2P

A molecular structure, C42H35ClFGeInN3O2P (the ωB97M-V functional and the def2-TZVPD basis, OMol25).

Geometry as XYZ:
```
87
C42H35ClFGeInN3O2P the ωB97M-V functional and the def2-TZVPD basis
In -0.1896 -0.3333 -0.2842
Cl -1.2409 1.3677 -2.9994
C -0.3785 0.7074 -4.3514
C -0.8921 0.9082 -5.6224
C -0.1843 0.4555 -6.7228
C 1.0356 -0.1831 -6.5670
C 1.5422 -0.3943 -5.2979
C 0.8397 0.0350 -4.1737
P 1.5395 -0.3189 -2.5253
C 2.9360 0.8053 -2.3596
C 2.8461 2.0782 -2.9251
C 3.8182 3.0262 -2.6529
C 4.8712 2.7176 -1.8029
C 4.9580 1.4543 -1.2345
C 3.9940 0.4961 -1.5032
C 2.1195 -2.0312 -2.6252
C 3.4086 -2.4012 -2.9985
C 3.7508 -3.7439 -3.0177
C 2.8231 -4.7144 -2.6727
C 1.5327 -4.3496 -2.3119
C 1.1810 -3.0102 -2.2855
H -1.8340 1.4227 -5.7545
H -0.5910 0.6088 -7.7132
H 1.5867 -0.5176 -7.4352
H 2.4882 -0.9038 -5.1624
H 2.0150 2.3239 -3.5751
H 3.7483 4.0099 -3.0980
H 5.6200 3.4658 -1.5792
H 5.7793 1.2152 -0.5712
H 4.0811 -0.4940 -1.0690
H 4.1464 -1.6495 -3.2495
H 4.7539 -4.0372 -3.2982
H 3.1044 -5.7593 -2.6764
H 0.7995 -5.1021 -2.0529
H 0.1709 -2.7303 -2.0106
O -3.6087 -2.7957 -0.0931
C -2.6615 -2.2385 -0.5141
N -1.7111 -1.6915 -1.0116
N 6.0006 -3.0168 1.7361
C 5.0212 -2.4469 1.0019
O 5.0593 -2.3720 -0.2136
C 3.8542 -1.8816 1.7609
C 3.8968 -1.4505 3.0811
C 2.7560 -0.9044 3.6466
C 1.6124 -0.7980 2.8746
N 1.5684 -1.2002 1.6045
C 2.6586 -1.7359 1.0650
H 6.7841 -3.4299 1.2586
H 5.9341 -3.1433 2.7287
H 4.8094 -1.5115 3.6605
H 2.7546 -0.5605 4.6711
H 0.6970 -0.3813 3.2785
H 2.5985 -2.0751 0.0362
F -1.9443 0.9666 0.8558
C -4.2656 1.0991 -0.8572
Ge -3.7503 1.4492 1.0009
C -3.4660 3.3495 1.4066
C -2.1769 3.8726 1.3657
C -1.9664 5.2269 1.5787
C -3.0416 6.0675 1.8296
C -4.3282 5.5511 1.8749
C -4.5409 4.1969 1.6651
C -4.2732 0.0593 2.2701
C -5.1748 -0.8797 1.8388
C -5.5250 -1.9711 2.6557
C -4.9759 -2.0973 3.8982
C -4.0568 -1.1385 4.3886
C -3.5061 -1.2347 5.6881
C -2.6107 -0.3083 6.1419
C -2.2164 0.7580 5.3096
C -2.7438 0.8886 4.0554
C -3.6866 -0.0449 3.5618
H -5.3325 1.2324 -1.0325
H -3.9802 0.0784 -1.1096
H -3.7161 1.7988 -1.4846
H -1.3367 3.2206 1.1651
H -0.9599 5.6242 1.5490
H -2.8759 7.1249 1.9882
H -5.1653 6.2070 2.0752
H -5.5502 3.8022 1.7022
H -5.6166 -0.7993 0.8525
H -6.2230 -2.7093 2.2847
H -5.2363 -2.9393 4.5282
H -3.8159 -2.0561 6.3232
H -2.2071 -0.3797 7.1434
H -1.4934 1.4783 5.6713
H -2.4449 1.7163 3.4227
```

Output
Multiplicity: 2
DFT total energy, Eh: -5104.59880
Gap between HOMO and LUMO (alpha / beta), eV: 7.49 / 6.09
Maximum force, eV Å⁻¹: 1.04
E_LUMO (alpha / beta), eV: -2.4 / -4.2
⟨S²⟩: 0.7551
E_HOMO (alpha / beta), eV: -9.87 / -10.28
Net charge: +1



[3]
# CH4P2S

CH4P2S in the gas phase (the ωB97M-V functional and the def2-TZVPD basis, OMol25).

Geometry as XYZ:
```
8
CH4P2S the ωB97M-V functional and the def2-TZVPD basis
P -1.5379 -0.8019 -0.0023
C -1.1549 0.8016 -0.0679
P 1.1022 0.6372 -0.1042
S 2.6188 -0.6359 -0.0970
H -2.8923 -1.4467 -0.0246
H -0.5206 -1.7429 -0.0059
H 1.0952 1.4041 1.2354
H 1.2896 1.7844 -0.9336
```

Output
Multiplicity: 1
SMILES: [PH2]#C[PH2]=S
DFT total energy, Eh: -1121.19894
Gap between HOMO and LUMO, eV: 8.14
Maximum force, eV Å⁻¹: 3.85
Energy relative to the best compared isomer or geometry (same formula, charge and spin), kcal per mole: 120.8
E_LUMO, eV: -0.7
E_HOMO, eV: -8.82
Net charge: 0



[4]
# C35H41N3O3STeW

A molecular structure, C35H41N3O3STeW (the ωB97M-V functional and the def2-TZVPD basis, OMol25).

Geometry as XYZ:
```
85
C35H41N3O3STeW the ωB97M-V functional and the def2-TZVPD basis
W 13.7199 12.6342 9.3357
C 11.5288 12.9454 6.9354
N 12.8219 12.2751 7.3070
C 12.5276 10.7738 7.0941
C 11.4243 10.1528 7.9565
C 11.4618 10.4555 9.4732
N 12.7418 10.7883 10.0821
C 13.1431 10.1223 11.1102
C 14.1349 10.6003 12.1183
C 14.7505 9.7173 13.0570
C 15.5249 10.2532 14.0876
C 15.6091 11.6309 14.2262
C 15.1478 12.4571 13.2574
C 14.4889 11.9193 12.1745
O 14.0006 12.8342 11.2180
C 13.9084 12.6726 6.2916
C 13.9317 14.1666 6.1608
C 14.1115 14.9977 7.4206
N 14.7600 14.1707 8.4505
C 16.0671 14.2233 8.6157
C 16.9040 13.1641 9.1814
C 18.2261 13.5432 9.5111
C 18.9727 12.6420 10.2550
C 18.4818 11.3628 10.4977
C 17.3145 10.8861 9.9839
C 16.4575 11.8175 9.3296
O 15.2806 11.3915 8.9350
H 11.1122 12.5637 5.9634
H 11.6792 13.9908 6.9013
H 10.7242 12.7697 7.6585
H 13.5105 10.2733 7.0884
H 12.2038 10.6979 6.0469
H 11.3507 9.1242 7.7397
H 10.5139 10.5776 7.5318
H 11.0081 9.6249 9.9717
H 10.8850 11.3271 9.7294
H 12.6502 9.1966 11.3301
H 14.6030 8.6701 12.8940
H 15.9920 9.5081 14.7705
H 16.1434 12.1594 15.0597
H 15.0818 13.5287 13.2976
H 13.5066 12.1566 5.4037
H 14.8659 12.2110 6.6958
H 13.0628 14.5327 5.6396
H 14.8009 14.3769 5.4580
H 13.2056 15.4403 7.8804
H 14.8144 15.8121 7.1819
H 16.5490 15.2417 8.4087
H 18.5723 14.4738 9.2442
H 19.9316 12.8619 10.7226
H 19.0476 10.6318 11.0000
H 16.9882 9.8566 10.1393
C 10.2259 15.5580 10.2714
S 11.6576 14.6497 10.9808
C 12.9462 15.9667 10.9192
O 11.9515 13.7626 9.7462
H 10.1407 16.4951 10.7740
H 9.3355 14.9422 10.4096
H 10.4458 15.8232 9.2561
H 12.6285 16.6158 11.6966
H 12.8978 16.4446 9.8871
H 13.9293 15.4875 11.1019
Te 9.2537 7.3073 10.4544
C 10.8058 6.8816 9.0621
C 10.4783 6.9775 7.6968
C 11.4672 7.0390 6.7200
C 12.8311 6.8119 7.1268
C 13.0905 6.5912 8.4996
C 12.1138 6.5586 9.4557
C 10.2043 7.0003 12.3411
C 10.3637 8.0174 13.2607
C 11.1568 7.7998 14.4233
C 11.6642 6.5242 14.6527
C 11.4176 5.4869 13.7573
C 10.7308 5.7279 12.6149
H 9.4551 7.0973 7.4287
H 11.2668 7.3279 5.6848
H 13.5952 6.8147 6.3414
H 14.0775 6.2657 8.7939
H 12.4775 6.2960 10.4249
H 9.7722 8.8879 13.2250
H 11.4223 8.5616 15.1909
H 12.1947 6.3208 15.5511
H 11.7690 4.5020 13.9975
H 10.6015 4.9439 11.9326
```

Output
Multiplicity: 3
DFT total energy, Eh: -2481.03091
Gap between HOMO and LUMO (alpha / beta), eV: 5.29 / 5.40
Maximum force, eV Å⁻¹: 3.45
Energy relative to the best compared isomer or geometry (same formula, charge and spin), kcal per mole: 31.0
E_LUMO (alpha / beta), eV: -6.4 / -6.3
⟨S²⟩: 2.0128
E_HOMO (alpha / beta), eV: -11.68 / -11.68
Net charge: +2



[5]
# C5H8HgLiO6

A molecular structure, C5H8HgLiO6 (the ωB97M-V functional and the def2-TZVPD basis, OMol25).

Geometry as XYZ:
```
21
C5H8HgLiO6 the ωB97M-V functional and the def2-TZVPD basis
O -2.0535 0.1717 2.2062
C 0.0458 -1.7184 -0.9645
O -0.3260 -1.0308 -1.9496
O 0.0792 -3.0656 -1.0359
C -0.5832 -3.6796 -2.1299
H -1.6489 -3.4145 -2.1471
H -0.1205 -3.3880 -3.0822
H -0.4744 -4.7597 -1.9866
C -2.7655 0.1925 0.9700
H -2.1180 -0.1816 0.1644
H -3.5264 -0.5916 1.0602
C -3.3704 1.5032 0.5202
H -4.0781 1.8789 1.2702
H -2.6010 2.2378 0.2447
H -3.8785 1.3374 -0.4400
Hg -0.0285 1.0705 -0.6629
Li 0.7389 2.4385 2.7795
O -0.4446 1.0828 3.5567
O 0.7750 -1.2093 -0.0483
O -0.3590 1.4950 1.4040
C -0.8347 0.8511 2.3950
```

Output
Multiplicity: 2
DFT total energy, Eh: -807.73798
Gap between HOMO and LUMO (alpha / beta), eV: 6.62 / 7.39
Maximum force, eV Å⁻¹: 3.99
E_LUMO (alpha / beta), eV: -1.0 / -1.5
⟨S²⟩: 0.7530
E_HOMO (alpha / beta), eV: -7.65 / -8.84
Net charge: 0



[6]
# C2H35N2O15

15 unconnected molecules or ions with the total composition C2H35N2O15 (the ωB97M-V functional and the def2-TZVPD basis, OMol25).

Geometry as XYZ:
```
54
C2H35N2O15 the ωB97M-V functional and the def2-TZVPD basis
N -1.0933 1.7716 0.2812
C -1.7112 0.8096 1.1986
C -1.1870 -0.5595 0.7234
N -1.7260 -1.6722 1.2722
O -0.1839 -0.7286 0.0277
H -0.0801 1.6160 0.2871
H -1.4522 1.7609 -0.6821
H -1.1952 2.7328 0.6484
H -2.7955 0.8587 1.1634
H -1.3400 1.0822 2.1917
H -2.4525 -1.6758 1.9769
H -1.3831 -2.5212 0.8472
H -3.1666 -1.0176 4.3575
H -4.2594 -0.5546 3.3530
O -3.3039 -0.6421 3.4894
H 0.9850 -0.5237 1.9192
H 1.1774 0.0448 3.3721
O 0.9036 0.2824 2.4720
H 1.7056 -3.0988 2.9889
H 2.7029 -2.3092 3.8237
O 1.9100 -2.2112 3.2825
H -1.4890 -1.1961 -3.2697
H -0.1885 -2.0107 -3.3675
O -1.1069 -2.0608 -3.1251
H 1.9303 2.3561 0.4074
H 1.8992 1.3352 1.5564
O 2.5206 1.8636 1.0201
H 2.3119 -1.6843 -1.3991
H 3.3105 -1.4358 -2.4996
O 2.3569 -1.4321 -2.3585
H -1.8966 -3.5560 -1.9390
H -1.9674 -5.1086 -1.6430
O -1.6868 -4.2463 -1.2865
H 1.2472 -1.9955 0.1305
H 2.6217 -1.9680 0.9321
O 2.1563 -2.3287 0.1827
H 1.5155 -0.0159 -2.5841
H 1.4902 1.3364 -3.5216
O 1.0805 0.8553 -2.8108
H -0.7373 4.1348 2.6634
H 0.4346 4.4426 1.7819
O -0.2736 3.7960 1.8798
H -1.8759 1.8595 -3.2877
H -0.5621 1.1158 -2.5638
O -1.4940 1.4171 -2.5369
H -3.9034 1.3471 -1.4837
H -3.0120 0.1210 -1.5588
O -3.4491 0.7075 -0.9316
H 3.6339 1.4386 -0.2001
H 3.5880 0.4849 -1.3257
O 4.1573 1.1571 -0.9826
H 1.6488 3.5997 -1.4754
H 1.3096 2.1671 -1.6295
O 1.1093 2.9339 -1.0130
```

Output
Multiplicity: 1
DFT total energy, Eh: -1335.16904
Gap between HOMO and LUMO, eV: 10.38
Maximum force, eV Å⁻¹: 2.85
Energy relative to the best compared isomer or geometry (same formula, charge and spin), kcal per mole: 0.0
E_LUMO, eV: -2.5
E_HOMO, eV: -12.84
Net charge: +1